1.
ORCA calculation (the ωB97M-V functional and the def2-TZVPD basis) on a molecular structure, C21H15CuN2O3S3Te.

## Properties
Net charge: -1
LUMO level (alpha / beta): 2.21 / 0.87 eV
Energy above the lowest of the compared OMol25 structures with the same formula, charge and spin: 0.301 eV
2S+1: 2
⟨S²⟩: 0.7565
Max |F|: 0.4 eV/Å
Total energy: -4247.65209 Ha

XYZ file:
```
46
Properties=species:S:1:pos:R:3:mulliken_spin:R:1
Cu 0.01733 0.35234 -2.67958 0.472
S -0.61517 -1.76474 -2.31283 0.332
C 0.89515 -2.58867 -2.59133 -0.019
C 0.90617 -3.96522 -2.80098 -0.012
C 2.09567 -4.65796 -2.98240 -0.005
C 2.05696 -6.07528 -3.19255 -0.004
N 2.00074 -7.21140 -3.36151 -0.001
C 3.31262 -3.95973 -2.95745 -0.002
C 3.30642 -2.58593 -2.75376 -0.003
C 2.11552 -1.88698 -2.58047 0.000
S 2.15724 -0.16353 -2.30847 0.243
C 4.55905 -4.64032 -3.14798 -0.004
N 5.56192 -5.17930 -3.30997 0.000
H -0.02947 -4.50805 -2.82176 -0.014
H 4.24401 -2.04671 -2.73432 -0.016
Te 0.12258 0.17273 1.10466 0.002
C 0.06304 0.03381 3.22257 -0.002
C 1.17029 0.39908 3.98328 0.000
C 1.12955 0.32679 5.36903 0.000
C -0.01821 -0.11791 6.00918 0.000
C -1.12351 -0.49196 5.25885 0.000
C -1.08176 -0.41762 3.87301 0.000
C -0.50430 2.19037 1.09458 -0.005
C 0.43153 3.21285 0.99436 0.003
C 0.01861 4.53815 0.96603 0.000
C -1.33123 4.84731 1.03527 0.000
C -2.26881 3.82890 1.12976 0.000
C -1.85701 2.50524 1.15458 0.001
H 2.06885 0.74404 3.48725 0.000
H 1.99744 0.61700 5.94817 0.000
H -0.05003 -0.17552 7.08997 0.000
H -2.02160 -0.84314 5.75181 0.000
H -1.94615 -0.71125 3.29071 0.000
H 1.48478 2.97261 0.92348 0.000
H 0.75398 5.32818 0.87831 0.000
H -1.65400 5.88024 1.00214 0.000
H -3.32506 4.06479 1.16667 0.000
H -2.59059 1.71044 1.20405 0.000
C -3.44994 0.77759 -2.62068 0.001
S -2.12921 1.79407 -3.23069 0.002
O -2.73045 2.97567 -3.78403 0.000
O -1.37897 0.94475 -4.17987 0.028
O -1.23434 2.01622 -2.07100 0.001
H -4.06326 0.48001 -3.46787 0.000
H -4.03093 1.37600 -1.92227 0.000
H -3.03542 -0.09797 -2.12593 0.001
```



2.
ORCA calculation (the ωB97M-V functional and the def2-TZVPD basis) on a molecular structure, C21H15F3LiN7O2S2.

## Properties
Net charge: -2
LUMO level: 4.59 eV
Energy above the lowest of the compared OMol25 structures with the same formula, charge and spin: 0.365 eV
Max |F|: 1.8 eV/Å
Total energy: -2446.81690 Ha

XYZ file:
```
51
Properties=species:S:1:pos:R:3:nbo_charge:R:1
Li -0.04586 -0.09494 0.25854 0.814
O -0.91006 -1.91594 3.73999 -0.765
C -0.69599 -0.86231 3.11664 0.783
O -0.47464 -0.81691 1.87481 -0.842
C -0.72580 0.44791 3.89486 -0.253
C -1.04500 0.34009 5.24291 -0.110
C -1.15665 1.43289 6.08126 -0.337
C -0.97290 2.70187 5.54339 -0.224
C -0.64302 2.84387 4.21862 -0.265
C -0.47877 1.73558 3.36218 -0.110
S 0.04559 2.11424 1.77387 -0.501
H -1.20423 -0.66169 5.62142 0.215
H -1.38967 1.30081 7.13335 0.178
H -1.07907 3.58239 6.16965 0.176
H -0.48825 3.83006 3.79466 0.203
F -3.21932 -1.51207 -4.30180 -0.332
C -3.62623 -0.29766 -3.88016 0.991
F -3.05735 0.60662 -4.70236 -0.332
F -4.95237 -0.26283 -4.23397 -0.368
C -3.41614 -0.04263 -2.43209 -0.287
C -4.51001 0.17156 -1.62064 -0.130
C -4.31184 0.39403 -0.26618 -0.366
C -2.99762 0.38001 0.19507 0.102
N -1.94886 0.17597 -0.55895 -0.534
C -2.09232 -0.04207 -1.88069 0.087
S -0.72976 -0.30376 -2.81103 -0.388
H -5.50587 0.15958 -2.05062 0.205
H -5.14562 0.56616 0.39810 0.200
H -2.78272 0.53873 1.24009 0.213
N 0.05987 -3.22824 0.50209 -0.771
C 1.23358 -2.85589 -0.01120 0.617
N 2.18654 -3.77544 -0.26901 -0.598
C 3.32434 -3.26433 -0.72425 0.583
N 4.38594 -4.13293 -0.84820 -0.807
N 3.57012 -1.99057 -1.00482 -0.596
C 2.53278 -1.16762 -0.76729 0.456
N 1.38038 -1.55740 -0.26288 -0.542
C 2.66890 0.25249 -1.03821 0.132
C 3.89818 0.82125 -1.39136 -0.219
C 3.95228 2.17836 -1.62384 -0.197
C 2.77506 2.91672 -1.54037 -0.249
C 1.60511 2.25951 -1.18404 0.084
N 1.55525 0.97595 -0.91598 -0.372
H -0.02714 -4.17229 0.83789 0.386
H -0.40006 -2.45833 1.01114 0.460
H 4.13657 -5.10673 -0.89665 0.384
H 5.12279 -3.81601 -1.45694 0.383
H 4.77175 0.19123 -1.46266 0.225
H 4.89140 2.66513 -1.86440 0.196
H 2.77068 3.98068 -1.72562 0.204
H 0.66932 2.79149 -1.09509 0.217
```



3.
ORCA calculation (the ωB97M-V functional and the def2-TZVPD basis) on a molecular structure, C21H15MnN5O2S3.

## Properties
Net charge: 0
LUMO level (alpha / beta): -0.76 / -0.90 eV
Energy above the lowest of the compared OMol25 structures with the same formula, charge and spin: 0.000 eV
2S+1: 6
⟨S²⟩: 8.7553
Max |F|: 0.1 eV/Å
Total energy: -3579.14420 Ha

XYZ file:
```
47
Properties=species:S:1:pos:R:3:mulliken_spin:R:1
Mn 0.00085 -1.81051 -1.43403 4.875
O 4.57056 1.43490 -0.78221 0.000
C 4.91367 0.52420 -1.72636 -0.001
C 6.19491 0.55142 -2.27644 0.001
C 6.57966 -0.36247 -3.23745 -0.001
C 5.68393 -1.32993 -3.67230 0.000
C 4.41442 -1.35754 -3.12996 0.002
C 3.99543 -0.44575 -2.15650 0.007
C 2.60180 -0.59921 -1.65963 -0.028
O 1.90848 -1.54582 -2.16662 0.081
N 2.15776 0.24359 -0.72600 -0.019
N 0.87928 -0.07776 -0.43108 0.003
C 0.23176 0.57392 0.45457 0.032
C -1.15093 0.14346 0.70564 0.008
C -1.96342 0.76478 1.64429 0.001
C -3.25527 0.29880 1.82505 0.000
C -3.70394 -0.77035 1.06572 0.007
C -2.83211 -1.33699 0.14958 0.005
N -1.58973 -0.89702 -0.02520 0.009
H 5.32955 2.00767 -0.62661 0.000
H 6.89377 1.30780 -1.93442 0.000
H 7.58142 -0.31711 -3.64522 0.000
H 5.97235 -2.05279 -4.42282 0.000
H 3.69847 -2.10120 -3.44939 0.002
H 0.67426 1.40360 0.99898 0.007
H -1.58030 1.59788 2.21812 -0.001
H -3.90626 0.76720 2.55143 0.000
H -4.70522 -1.16103 1.17420 0.000
H -3.13017 -2.16973 -0.47794 -0.005
S -0.77516 -7.22836 1.20585 0.004
C -0.76586 -5.93922 0.18458 -0.004
S -1.75613 -5.83091 -1.26279 0.007
C -1.16119 -4.23097 -1.58931 0.011
N -0.29417 -3.84122 -0.69787 -0.042
N -0.06167 -4.78719 0.27477 -0.003
C 0.87132 -4.42664 1.29300 -0.001
C 1.90793 -5.28274 1.62620 -0.002
C 2.83136 -4.87937 2.57782 0.001
C 2.72710 -3.63121 3.17599 0.000
C 1.68687 -2.78135 2.82936 0.000
C 0.74942 -3.18031 1.89003 0.018
S -1.59096 -3.18477 -2.88185 0.024
H 1.98422 -6.24826 1.14781 0.000
H 3.64358 -5.54241 2.84436 0.000
H 3.45831 -3.32020 3.91012 0.000
H 1.60294 -1.80568 3.28976 0.000
H -0.07504 -2.53270 1.61818 0.000
```



4.
ORCA calculation (the ωB97M-V functional and the def2-TZVPD basis) on a molecular structure, C21H15NO7S3Tl.

## Properties
Net charge: -1
LUMO level: 2.32 eV
Energy above the lowest of the compared OMol25 structures with the same formula, charge and spin: 0.000 eV
Max |F|: 0.2 eV/Å
Total energy: -2757.82999 Ha

XYZ file:
```
48
Properties=species:S:1:pos:R:3:mulliken_charge:R:1
Tl -0.60476 0.78645 1.51291 1.757
O -1.27479 5.82471 -2.27967 -0.550
C -1.16135 4.72655 -1.48924 1.250
C -2.27239 3.99732 -1.07980 -0.597
C -2.06438 2.89992 -0.27283 -0.158
N -0.84112 2.55258 0.10207 -0.116
C 0.23280 3.22974 -0.29271 0.229
C 0.11520 4.34022 -1.09918 -0.783
C 1.58047 2.69027 0.18692 0.194
O 2.58371 3.28258 -0.19165 -0.780
O 1.49769 1.66428 0.93802 -0.582
C -3.20258 2.00524 0.21339 0.387
O -4.32782 2.27075 -0.19492 -0.763
O -2.84364 1.06415 0.99308 -0.707
H -2.20679 5.97180 -2.47687 0.295
H -3.28500 4.24636 -1.37245 0.474
H 0.99983 4.87545 -1.41321 0.581
O -0.46349 -1.31690 1.29404 -0.961
C 0.22797 -1.88001 0.21706 3.568
C 0.18640 -0.94390 -0.98553 -0.631
C -0.92260 -0.28552 -1.43324 -0.283
C -0.66249 0.52277 -2.57699 -0.850
C 0.63641 0.44658 -2.97822 -0.535
S 1.55047 -0.58482 -1.96360 -0.082
C 1.67344 -2.19693 0.61688 -0.825
C 2.63952 -1.31477 1.00278 -0.218
C 3.85575 -1.95633 1.37266 -1.012
C 3.78849 -3.31188 1.25934 -0.424
S 2.25386 -3.81645 0.70659 -0.127
C -0.49973 -3.17328 -0.15418 -1.184
C -0.44292 -3.91219 -1.29689 -0.180
C -1.22870 -5.09947 -1.22414 -0.643
C -1.86502 -5.22217 -0.02585 -0.533
S -1.52259 -3.90658 1.01101 -0.089
H -1.89686 -0.39142 -0.96879 0.764
H -1.40854 1.14110 -3.05976 0.436
H 1.11731 0.96967 -3.79107 0.469
H 2.49619 -0.23935 1.02717 0.655
H 4.73637 -1.42178 1.70313 0.407
H 4.55770 -4.04098 1.46582 0.406
H 0.14175 -3.61730 -2.15954 0.472
H -1.32395 -5.81292 -2.03204 0.391
H -2.53756 -6.00539 0.28999 0.437
C 0.42885 0.15438 4.19001 -0.545
O -0.49318 1.02631 3.56499 -0.720
H 0.34171 0.28790 5.27322 0.312
H 1.46752 0.37317 3.91088 0.197
H 0.24282 -0.89992 3.96040 0.199
```



5.
ORCA calculation (the ωB97M-V functional and the def2-TZVPD basis) on a molecular structure, C21H16AuClN2O2.

## Properties
Net charge: 0
LUMO level (alpha / beta): -1.80 / -1.80 eV
Max |F|: 3.3 eV/Å
Total energy: -1665.63713 Ha

XYZ file:
```
43
Properties=species:S:1:pos:R:3:nbo_charge:R:1
Au 0.70214 -0.05125 -0.32850 1.222
O 0.77356 -0.60209 1.69231 -0.735
C -0.05073 -1.38059 2.31502 0.385
C 0.32956 -1.76333 3.62587 -0.242
C -0.45706 -2.55353 4.41967 -0.176
C -1.67798 -3.03451 3.93663 -0.279
C -2.07296 -2.70163 2.66817 -0.130
C -1.29834 -1.87602 1.82488 -0.247
C -1.83120 -1.62521 0.52689 0.151
N -1.34621 -0.86274 -0.38794 -0.372
N -1.91193 -0.66835 -1.56655 -0.414
C -1.15831 -0.15811 -2.51056 0.546
O 0.10170 0.04146 -2.39711 -0.728
C -1.80704 0.25642 -3.76756 -0.053
C -0.98204 0.76840 -4.76905 -0.204
C -1.52575 1.34256 -5.90066 -0.207
C -2.90236 1.40446 -6.04696 -0.200
C -3.72681 0.84922 -5.07872 -0.218
C -3.18948 0.27271 -3.94055 -0.189
H 1.27725 -1.38195 3.97919 0.213
H -0.13457 -2.80855 5.42024 0.215
H -2.30885 -3.65282 4.55784 0.215
H -3.01735 -3.07191 2.28882 0.208
H -2.75405 -2.15203 0.28614 0.189
H 0.08524 0.73748 -4.60864 0.232
H -0.87791 1.76672 -6.65364 0.212
H -3.33266 1.88821 -6.91182 0.213
H -4.79793 0.89362 -5.21234 0.214
H -3.82856 -0.13120 -3.16967 0.236
Cl 3.81604 1.63159 5.32283 0.017
C 3.49373 1.54848 3.63553 -0.019
C 2.91099 2.63267 2.98941 -0.235
C 2.61051 2.54532 1.64945 -0.174
C 2.88834 1.37764 0.90886 -0.121
C 2.52277 1.23770 -0.46821 -0.512
C 3.50540 0.31072 1.59518 -0.083
C 3.80027 0.38690 2.93281 -0.258
H 2.68678 3.52785 3.55077 0.230
H 2.15974 3.39070 1.15112 0.215
H 3.13015 0.57031 -1.06637 0.224
H 2.22832 2.13702 -0.99250 0.224
H 3.71093 -0.59821 1.05068 0.206
H 4.25664 -0.44415 3.44905 0.229
```